Record 1
{
  "formula": "C21H30ClN3O3S",
  "method": "ωB97M-V/def2-TZVPD",
  "lumo_ev": 0.611,
  "energy_ev": -56236.447,
  "smiles": "CC[C@H](C(=O)N[C@H]1CCCCN(C(=O)c2sc(C)cc2Cl)CC1)N1CCCC1=O",
  "max_force_ev_per_a": 0.29,
  "orbital_gap_ev": 9.3,
  "elements": ["C", "C", "C", "C", "O", "N", "C", "C", "C", "C", "C", "N", "C", "O", "C", "S", "C", "C", "C", "C", "Cl", "C", "C", "N", "C", "C", "C", "C", "O", "H", "H", "H", "H", "H", "H", "H", "H", "H", "H", "H", "H", "H", "H", "H", "H", "H", "H", "H", "H", "H", "H", "H", "H", "H", "H", "H", "H", "H", "H"],
  "positions_angstrom": [[-1.2337, -2.3477, -0.9125], [0.1970, -1.8902, -0.6679], [0.2604, -0.4435, -0.1781], [1.7182, 0.0177, -0.0415], [2.5289, -0.2292, -0.9173], [2.0121, 0.7743, 1.0396], [3.3690, 1.2597, 1.2764], [3.6301, 2.4622, 0.3683], [5.0537, 3.0285, 0.3234], [6.1728, 1.9812, 0.2260], [6.8241, 1.6002, 1.5544], [5.9482, 0.9686, 2.5326], [6.0410, -0.3265, 2.9374], [5.3873, -0.7640, 3.8669], [6.9605, -1.2216, 2.1589], [6.5990, -1.7160, 0.5528], [7.9957, -2.7205, 0.4628], [8.2804, -3.5317, -0.7594], [8.7168, -2.6522, 1.6102], [8.1145, -1.7948, 2.5757], [8.8144, -1.5016, 4.1239], [4.9599, 1.7916, 3.2204], [3.5283, 1.4897, 2.7736], [-0.5521, -0.1852, 0.9981], [-1.5073, 0.9122, 1.0389], [-1.8887, 1.0194, 2.5243], [-1.5410, -0.3532, 3.1063], [-0.5054, -0.9203, 2.1498], [0.2271, -1.8651, 2.3525], [-1.2476, -3.3596, -1.3176], [-1.8142, -2.3564, 0.0116], [-1.7444, -1.6960, -1.6268], [0.6840, -2.5414, 0.0562], [0.7802, -1.9350, -1.5868], [-0.1639, 0.1881, -0.9668], [1.3453, 0.8110, 1.7908], [4.0397, 0.4492, 0.9786], [3.3675, 2.1353, -0.6400], [2.9249, 3.2570, 0.6348], [5.1039, 3.6768, -0.5538], [5.2434, 3.6876, 1.1743], [5.8034, 1.0832, -0.2774], [6.9775, 2.3702, -0.4034], [7.6633, 0.9316, 1.3718], [7.2364, 2.5036, 2.0182], [9.1943, -4.1057, -0.6139], [7.4706, -4.2310, -0.9707], [8.4123, -2.8991, -1.6380], [9.6349, -3.1951, 1.7813], [5.0342, 1.6101, 4.2932], [5.2250, 2.8311, 3.0410], [2.8753, 2.3073, 3.1012], [3.2022, 0.5805, 3.2840], [-1.0485, 1.8269, 0.6570], [-2.3760, 0.6897, 0.4100], [-1.2972, 1.7982, 3.0073], [-2.9368, 1.2826, 2.6496], [-1.1272, -0.3217, 4.1117], [-2.3949, -1.0332, 3.1233]],
  "forces_ev_per_angstrom": [[0.018, -0.011, -0.023], [-0.024, -0.053, -0.023], [-0.039, -0.103, -0.040], [-0.084, 0.178, 0.055], [0.012, -0.055, -0.028], [0.067, -0.034, -0.060], [0.000, -0.087, 0.011], [-0.036, 0.041, -0.002], [0.009, 0.012, -0.005], [-0.020, -0.029, -0.029], [0.022, 0.032, 0.032], [0.004, -0.043, 0.045], [0.066, -0.023, -0.052], [0.000, -0.038, -0.021], [-0.065, 0.196, 0.006], [-0.088, -0.110, -0.015], [-0.031, 0.064, -0.059], [0.026, -0.012, -0.041], [-0.008, 0.003, 0.101], [0.086, -0.092, 0.023], [0.013, -0.003, 0.017], [0.012, 0.042, -0.004], [-0.032, 0.013, 0.021], [0.129, 0.155, 0.215], [-0.047, -0.037, -0.021], [-0.039, -0.028, -0.028], [0.059, 0.059, 0.001], [-0.145, -0.071, -0.131], [0.069, 0.017, 0.038], [-0.014, 0.004, 0.004], [-0.001, -0.002, 0.006], [0.001, -0.002, 0.003], [-0.007, 0.027, 0.017], [0.000, 0.010, -0.008], [0.066, -0.009, -0.007], [-0.008, -0.004, -0.004], [-0.010, 0.016, -0.008], [-0.006, -0.001, 0.001], [0.023, 0.005, 0.017], [0.002, -0.004, -0.001], [-0.003, 0.000, -0.003], [0.009, 0.000, -0.005], [-0.003, 0.014, 0.012], [-0.004, 0.001, -0.003], [-0.003, -0.009, -0.005], [0.000, 0.003, -0.002], [0.000, 0.004, 0.007], [-0.001, -0.003, -0.001], [-0.004, 0.006, 0.016], [0.026, -0.020, -0.012], [-0.020, -0.001, -0.004], [0.020, 0.004, -0.012], [-0.002, 0.006, 0.005], [-0.013, 0.008, 0.022], [0.009, -0.024, 0.001], [0.038, -0.021, -0.013], [0.003, 0.015, 0.010], [-0.028, 0.001, 0.018], [-0.002, -0.008, -0.032]],
  "mulliken_charge": [-1.232, -0.853, 0.084, -0.280, -0.697, 0.087, 0.847, -1.068, -0.930, -0.286, -1.192, 0.202, 0.534, -0.642, 0.451, -0.153, 0.594, -1.217, -0.577, -0.099, -0.214, -1.750, -0.811, 0.386, -0.627, -0.727, -0.695, 0.511, -0.628, 0.415, 0.236, 0.301, 0.410, 0.509, 0.597, 0.149, -0.204, 0.481, 0.185, 0.474, 0.354, 0.164, 0.414, 0.513, 0.399, 0.356, 0.307, 0.295, 0.397, 0.506, 0.550, 0.582, 0.550, 0.298, 0.409, 0.305, 0.396, 0.325, 0.311]
}

Record 2
{
  "formula": "C21H30DyN6O2S2",
  "method": "ωB97M-V/def2-TZVPD",
  "lumo_ev": [-11.613, -9.584],
  "energy_ev": -81029.817,
  "charge": 3,
  "max_force_ev_per_a": 0.54,
  "spin_multiplicity": 6,
  "s2": 9.22,
  "orbital_gap_ev": [5.5, 7.5],
  "elements": ["Dy", "O", "C", "O", "C", "C", "C", "C", "C", "C", "N", "C", "C", "C", "C", "C", "C", "N", "H", "H", "H", "H", "H", "H", "H", "H", "H", "H", "C", "N", "C", "C", "S", "N", "C", "C", "H", "H", "H", "H", "H", "H", "H", "H", "H", "H", "H", "H", "C", "N", "C", "S", "N", "C", "H", "H", "H", "H", "H", "H", "H", "H"],
  "positions_angstrom": [[-0.1475, 1.3442, -0.2961], [-0.2993, -3.3082, 6.2861], [-0.6238, -3.1193, 5.0123], [-1.1518, -3.9733, 4.3588], [-0.3521, -1.7757, 4.3743], [-0.1373, -1.7981, 3.0002], [-0.0638, -0.6113, 2.3083], [-0.1911, 0.6144, 2.9594], [-0.3708, 0.6396, 4.3340], [-0.4449, -0.5576, 5.0365], [-0.1921, 1.7537, 2.1064], [-0.1899, 2.9654, 2.5025], [-0.2666, 4.0624, 1.5288], [-0.3123, 5.3717, 1.9551], [-0.4164, 6.3908, 1.0091], [-0.4705, 6.0544, -0.3292], [-0.4123, 4.7121, -0.6812], [-0.3117, 3.7292, 0.2158], [0.2039, -2.5831, 6.6782], [-0.0748, -2.7567, 2.5014], [0.1050, -0.6575, 1.2352], [-0.4985, 1.5718, 4.8684], [-0.6304, -0.5215, 6.1035], [-0.1438, 3.2380, 3.5547], [-0.2720, 5.5994, 3.0126], [-0.4564, 7.4262, 1.3220], [-0.5568, 6.8092, -1.0983], [-0.4500, 4.4253, -1.7262], [2.1543, -2.1312, -3.7662], [2.4585, -1.3615, -2.5468], [2.5042, -2.1675, -1.3179], [2.5453, -0.0388, -2.5309], [2.3614, 0.8124, -0.9830], [2.8793, 0.6605, -3.6086], [3.7943, 0.1389, -4.6463], [2.6651, 2.1086, -3.6977], [1.3920, -2.8650, -3.5088], [3.0293, -2.6637, -4.1349], [1.7611, -1.4832, -4.5426], [2.7234, -3.1918, -1.6053], [1.5460, -2.1461, -0.7976], [3.2867, -1.8213, -0.6491], [4.2649, -0.7809, -4.3201], [4.5785, 0.8803, -4.7904], [3.2782, -0.0154, -5.5921], [1.6458, 2.3694, -3.4240], [2.8160, 2.4000, -4.7328], [3.3651, 2.6551, -3.0663], [-3.0730, -3.1851, 1.0664], [-2.6727, -1.9054, 0.4513], [-2.8652, -1.4423, -0.7751], [-2.4769, 0.2587, -1.0855], [-3.3612, -2.0986, -1.8044], [-3.9319, -3.4526, -1.9436], [-2.8722, -3.1034, 2.1315], [-2.4852, -4.0131, 0.6781], [-4.1353, -3.3708, 0.9311], [-2.3509, -1.2060, 1.1005], [-3.4735, -1.5213, -2.6261], [-3.6398, -4.1009, -1.1335], [-3.5661, -3.8755, -2.8757], [-5.0177, -3.3880, -1.9863]],
  "forces_ev_per_angstrom": [[-0.055, 0.235, 0.325], [-0.026, 0.006, 0.021], [0.004, 0.021, 0.064], [0.001, -0.010, -0.049], [-0.012, 0.002, 0.029], [-0.104, -0.095, -0.010], [0.040, 0.103, 0.061], [-0.044, -0.010, 0.016], [-0.044, 0.068, 0.049], [0.000, 0.007, 0.015], [0.116, -0.260, -0.458], [-0.007, 0.122, 0.034], [0.019, -0.012, 0.003], [0.005, 0.074, 0.067], [-0.004, 0.019, -0.007], [-0.001, 0.030, 0.017], [0.019, -0.013, -0.001], [0.008, -0.247, -0.143], [0.016, -0.008, -0.040], [0.026, 0.024, -0.006], [0.135, -0.109, -0.163], [0.004, -0.030, 0.019], [-0.003, -0.001, -0.018], [-0.027, -0.017, 0.009], [-0.001, 0.000, -0.017], [0.000, -0.016, -0.002], [0.001, -0.012, 0.003], [-0.005, 0.000, -0.016], [0.008, 0.030, 0.010], [-0.103, -0.212, 0.010], [0.082, 0.065, -0.072], [0.151, 0.018, 0.051], [-0.407, 0.110, -0.072], [0.088, 0.062, -0.027], [-0.010, -0.043, 0.009], [-0.021, 0.019, 0.036], [-0.005, 0.010, 0.015], [0.016, 0.016, -0.001], [0.029, 0.058, 0.001], [0.016, -0.009, 0.002], [-0.062, -0.021, 0.000], [-0.007, 0.042, -0.007], [-0.029, -0.051, 0.049], [-0.022, 0.019, 0.009], [-0.016, -0.011, 0.006], [-0.032, -0.019, 0.035], [-0.004, 0.006, -0.019], [0.031, -0.017, -0.008], [0.033, 0.036, -0.021], [-0.098, -0.070, -0.018], [0.077, -0.041, 0.065], [0.218, 0.041, 0.080], [-0.054, 0.020, 0.036], [-0.034, 0.083, -0.013], [0.022, -0.006, 0.016], [0.005, -0.003, -0.022], [-0.017, 0.007, -0.019], [-0.037, -0.012, 0.016], [0.042, -0.021, -0.028], [0.067, -0.022, 0.063], [0.010, 0.028, -0.010], [0.001, 0.018, 0.027]],
  "mulliken_charge": [0.565, -0.439, 0.575, -0.483, 0.115, -1.193, 0.363, 2.001, -1.016, -0.961, -0.034, 0.067, 0.482, -0.775, -0.321, -0.876, 0.118, -0.097, 0.330, 0.562, -0.475, 0.332, 0.421, 0.394, 0.444, 0.484, 0.418, 0.463, -1.237, 0.181, -1.177, 0.469, -0.211, 0.095, -1.194, -1.068, 0.449, 0.382, 0.421, 0.432, 0.363, 0.428, 0.399, 0.475, 0.374, 0.349, 0.447, 0.369, -1.234, -0.013, 0.851, -0.344, -0.243, -0.787, 0.345, 0.415, 0.442, 0.175, 0.210, 0.315, 0.326, 0.331]
}